1.
ORCA calculation (wB97M-V/def2-TZVPD) on C15H31NO3P2W as an isolated structure in a non-equilibrium geometry.

Structure (XYZ):
```
53
Properties=species:S:1:pos:R:3:forces:R:3
P 0.228340 -2.399404 -2.233436 1.0452 -2.1612 -1.0840
P -0.546429 2.931678 -1.536913 -0.0187 -0.5557 2.1652
C 0.841232 0.133475 -3.180484 -2.5875 0.5169 2.2316
C 0.735942 1.441315 -2.493130 0.9485 2.0378 -1.7343
H -0.122339 -0.068778 -3.889966 0.9586 0.6777 -0.9025
H 1.669346 -0.272700 -3.695617 0.8793 -0.0885 -0.4774
H 1.550413 1.458798 -1.764620 -0.4180 0.1645 -0.5649
H 0.986049 2.169325 -3.257576 -0.2386 0.4529 -0.4413
C -1.627522 3.653798 -2.762039 0.2382 -0.1346 -0.3483
H -2.357020 4.220060 -2.183357 0.0323 0.0761 0.0320
H -2.160279 2.918818 -3.366999 -0.0109 0.2487 0.1841
H -1.042459 4.317588 -3.390430 -0.1197 0.1028 -0.3114
C 0.889724 3.972550 -1.171683 0.0487 0.0406 -0.5557
H 0.847850 4.839577 -1.844475 0.1695 -0.0768 0.2607
H 1.848985 3.451771 -1.308807 -0.4123 0.2817 0.1236
H 0.780201 4.285966 -0.129541 -0.0189 -0.0356 -0.1724
C -0.805585 -3.694854 -2.969744 0.0280 -0.1165 0.4881
H -0.929899 -4.521928 -2.250554 0.0199 0.1244 -0.4481
H -0.235839 -4.008180 -3.860080 -0.6862 -0.1553 0.2147
H -1.786017 -3.253486 -3.222668 0.4048 -0.6553 0.0983
C 1.956330 -2.926805 -2.585748 -0.2969 0.3661 -0.0610
H 2.567991 -2.025665 -2.836501 -0.2093 -1.0259 0.2216
H 1.844422 -3.627958 -3.444489 0.6005 0.5205 0.6646
H 2.361526 -3.463386 -1.690393 -0.2783 0.5002 -0.7679
W -0.843681 -0.417040 -2.307231 0.2295 2.0903 1.3140
C 0.298283 1.345641 -5.654957 -1.5916 0.4098 0.3667
C -1.000260 1.160822 -5.273477 0.7893 1.1615 -0.9106
C -2.034922 0.492616 -6.120173 -0.3789 -0.6388 -0.2727
C -1.602058 -0.918769 -6.561673 0.0582 0.5512 -0.2801
C -0.828140 -1.559211 -5.449535 0.4758 -1.2453 -0.5227
C 0.523787 -1.643499 -5.462067 -0.3089 -0.4658 -0.6445
C 1.433373 -0.848494 -6.371717 -0.0192 -0.2325 -0.2048
C 0.978118 0.581130 -6.735836 -0.0508 0.6335 -0.7866
C 0.044897 -2.245372 -0.485621 0.0376 -1.3863 0.4624
H 0.850225 2.185313 -5.223234 0.0330 -0.5933 0.2633
H -1.398593 1.690906 -4.404588 0.3713 0.2210 -0.4143
H -2.209692 1.122678 -6.994867 -0.0802 0.0190 -0.0199
H -3.004112 0.407976 -5.610102 0.2797 0.1613 0.0757
H -2.472897 -1.515039 -6.832062 -0.0793 -0.0874 0.3166
H -1.016417 -0.904179 -7.495570 -0.0516 0.0944 0.5657
H -1.426127 -2.159612 -4.748189 0.3848 0.0277 -0.4497
H 1.057377 -2.449313 -4.946419 -0.3454 0.5375 0.4468
H 1.550375 -1.432340 -7.301758 0.0039 0.2248 0.1672
H 2.459949 -0.777309 -5.973853 -0.4080 -0.2780 0.1701
H 1.856916 1.152829 -7.018685 0.2361 -0.0955 -0.0644
H 0.361732 0.599799 -7.639432 -0.0332 -0.2154 0.1329
H 0.892904 -1.626832 -0.125262 -0.6510 -0.6906 0.2383
H 0.095677 -3.316863 -0.218400 -0.1886 0.5121 0.8566
H -0.961850 -1.811112 -0.268754 0.6381 -0.7854 0.6210
O -0.744156 0.190925 0.807393 0.1792 -0.3550 -4.1108
N -0.225040 0.257636 -0.322513 3.9394 2.0353 4.5537
O 1.062330 0.642827 -0.329927 -4.2719 -2.4437 1.3200
O -1.306859 2.588312 -0.286038 0.7244 -0.2718 -2.0053
```
Positions in Å, forces in eV/Å.

Computed properties:
Spin multiplicity   3
E   -44064.9133 eV
ΔE to the lowest compared entry with this formula, charge and spin   302.2 kJ/mol
⟨S²⟩   2.062
LUMO energy (spin up / spin down)   -8.786 / -8.759 eV
HOMO energy (spin up / spin down)   -15.17 / -15.48 eV
Net charge   +2

2.
ORCA calculation (wB97M-V/def2-TZVPD) on a 2-piece molecular cluster, C15H32BrClNO3 overall in a non-equilibrium geometry.

Structure (XYZ):
```
53
Properties=species:S:1:pos:R:3:forces:R:3
C -0.613254 1.837908 -2.674492 0.1546 -0.3240 0.2073
C -1.093168 0.399681 -2.405975 -0.3543 0.4569 0.2961
C -0.133129 -0.364166 -1.512686 0.0081 0.0406 -0.5634
O 0.176781 0.397397 -0.340570 0.0413 -0.0908 0.0112
C -0.182832 -0.172812 0.875236 -0.4151 -0.3544 -0.1849
C -1.691750 -0.509910 1.032856 -0.2120 0.0339 0.8434
C -2.306283 0.470113 2.060134 0.2518 0.2259 -0.6142
C -2.391580 1.886517 1.474484 -0.1104 -0.0106 0.2495
C -3.387337 2.789935 2.216708 0.2226 -0.2913 -0.4106
Cl -2.552209 3.930973 3.295623 -0.0509 0.0047 0.1846
C -2.003244 -1.971830 1.437630 0.0626 0.0816 0.0432
C -1.010294 -2.644916 2.394071 -0.2747 -0.3999 0.0501
Br -1.746094 -3.108270 4.118544 0.0928 0.1757 0.0120
N 0.201454 -1.806145 2.589296 0.0171 -0.2729 -0.4639
C 0.717078 -1.362350 1.240168 0.4735 1.1292 0.0131
C 2.165473 -0.909396 1.407627 0.1145 -0.4268 0.4158
C 3.154412 -2.077729 1.311997 -0.1367 0.5335 -0.3805
C 3.404456 -2.464017 -0.148628 0.1478 -0.6802 0.1799
O 3.524631 -3.885499 -0.236856 -0.1172 0.2489 0.3481
H 0.439305 1.941035 -2.418634 0.0725 0.0382 -0.1220
H -1.148293 2.553574 -2.053484 -0.0522 0.0449 -0.0353
H -0.716078 2.125414 -3.713585 -0.0965 0.0418 -0.0500
H -1.247746 -0.145687 -3.336690 0.1311 -0.1249 0.0050
H -2.069864 0.454363 -1.915864 -0.0555 -0.1557 -0.0698
H -0.523869 -1.354087 -1.258243 -0.0710 -0.0086 0.0931
H 0.793549 -0.513343 -2.073825 0.1369 -0.0255 0.1731
H 0.050203 0.585781 1.631000 0.0987 0.1641 -0.0955
H -2.230819 -0.331540 0.104610 0.2382 -0.0398 -0.1825
H -3.295730 0.117691 2.348287 -0.0355 0.0110 0.1028
H -1.665825 0.531991 2.947526 -0.2447 -0.1948 0.2725
H -2.672589 1.843923 0.420306 -0.0511 -0.1038 -0.0187
H -1.404330 2.344447 1.519101 0.0102 0.1144 -0.2000
H -3.965128 3.367864 1.502472 -0.0067 0.1575 0.1018
H -4.072431 2.187872 2.807138 -0.0570 0.1345 0.1488
H -2.979915 -1.968522 1.913956 -0.0644 -0.1207 -0.0452
H -2.090854 -2.625879 0.570651 0.0711 0.1044 -0.1364
H -0.657649 -3.581898 1.975156 0.0908 -0.0204 0.0415
H 0.933819 -2.310885 3.092425 -0.1095 -0.1079 0.1027
H -0.038888 -0.977404 3.140145 0.0625 0.0240 0.0827
H 0.629532 -2.193456 0.542098 -0.1005 -0.1535 0.0871
H 2.401658 -0.133215 0.683108 -0.1007 -0.0015 -0.1313
H 2.244114 -0.437035 2.393767 0.0360 0.1341 -0.0376
H 2.762770 -2.954397 1.833237 0.1427 -0.0984 0.0788
H 4.094268 -1.776749 1.768051 0.0195 -0.1999 0.1980
H 4.343755 -2.023784 -0.484394 -0.0963 0.2264 -0.1513
H 2.591275 -2.118146 -0.791905 -0.0161 0.1218 -0.0359
H 3.091929 -4.188012 -1.032155 0.0243 -0.1474 -0.3348
C 2.161974 3.353309 -5.337063 -0.0541 0.0896 0.1141
O 1.231466 3.635729 -4.293592 0.2049 0.0041 -0.1271
H 1.746398 2.542506 -5.930396 -0.0186 -0.0055 0.0013
H 2.310181 4.220420 -5.983846 0.0163 -0.0275 -0.0412
H 3.127436 3.037001 -4.934009 0.0148 -0.0184 -0.0460
H 1.593266 4.355637 -3.770517 -0.0550 0.0638 0.0208
```
Positions in Å, forces in eV/Å.

Computed properties:
E   -106264.3259 eV
LUMO energy   -2.801 eV
HOMO energy   -12.30 eV
Net charge   +1

3.
ORCA calculation (wB97M-V/def2-TZVPD) on a 2-piece molecular cluster, C15H32NO4S overall in a non-equilibrium geometry.

Structure (XYZ):
```
53
Properties=species:S:1:pos:R:3:forces:R:3
C 1.919936 -1.957008 -1.390662 0.3790 -0.0182 -0.7491
C 3.451183 -2.555831 -1.425664 -1.1492 -1.3903 -0.1815
C 4.117873 -2.771194 0.080925 1.4454 1.6357 -2.2059
C 4.482648 -1.327435 0.762941 0.3358 0.4785 0.6683
C 3.603270 -0.934331 2.087576 0.5529 0.2384 0.5354
O 2.422379 -0.095547 1.723352 1.9617 0.4429 0.1194
C 3.088961 -2.203342 2.988462 -0.0535 2.2559 1.6697
O 2.145858 -3.052476 2.242545 3.0663 -0.2489 -1.3451
S 3.114517 -3.933395 1.151736 -0.3656 -8.3539 -0.3184
O 2.153235 -4.875608 0.329536 2.9999 4.8831 2.6449
O 4.130835 -4.874291 1.889247 -3.2439 4.6522 -1.9530
H 1.981397 -0.831310 -1.707458 -0.3299 -1.9622 0.9194
H 1.437200 -2.104070 -0.328763 0.8019 0.3690 -2.2443
H 1.293821 -2.504161 -2.246588 1.2620 1.1326 2.1291
H 4.097829 -1.884202 -2.133667 -0.8671 -1.2651 1.7775
H 3.371971 -3.625815 -1.944333 0.3591 2.3066 1.2864
H 5.160525 -3.317727 -0.117497 -2.5957 0.7447 0.8467
H 5.633455 -1.337129 1.062541 -2.5432 -0.0696 -0.5316
H 4.353853 -0.434650 -0.009763 0.1589 -2.0944 1.4900
H 4.263900 -0.259346 2.792237 -1.0979 -1.5640 -1.2955
H 2.798445 0.829766 1.586045 -0.7621 -1.8610 0.2509
H 2.463057 -1.735151 3.891079 1.2351 -1.1100 -2.1242
H 3.974084 -2.788268 3.491727 -1.6771 0.8965 -1.4034
C -2.131649 4.552152 -1.879995 -0.0224 0.1099 -0.0945
C -3.422658 3.762141 -2.043705 -0.0226 -0.0893 -0.3138
C -3.932304 3.056794 -0.774476 -0.0203 0.0902 -0.0257
C -2.907933 2.320022 0.099031 -0.0042 0.0740 -0.1165
N -2.425737 0.939800 -0.417827 0.3801 -0.2061 0.0213
C -1.015175 0.657892 0.151477 -0.1330 0.1174 -0.0430
C -1.281924 0.013139 1.489532 0.2306 0.2297 0.3729
C -2.442505 -0.911169 1.197326 -0.2138 -0.6223 0.2114
C -3.306493 -0.194710 0.165082 -0.0537 0.1219 -0.2280
C -2.362061 0.817173 -1.926608 -0.2554 -0.0161 0.4562
H -1.314542 3.936994 -1.494600 0.0348 0.0635 0.0001
H -1.806061 4.937738 -2.851441 -0.0617 0.0118 0.1973
H -2.276198 5.403505 -1.209040 0.1226 -0.0896 -0.0036
H -3.298474 3.047079 -2.860191 -0.0433 0.0561 0.0539
H -4.205073 4.449468 -2.390431 0.0694 -0.1939 0.1549
H -4.761263 2.389983 -1.034333 0.0166 0.0219 0.0844
H -4.371374 3.841205 -0.141543 0.1413 -0.3036 0.1008
H -3.333796 2.149466 1.093732 0.0928 -0.1789 -0.2716
H -2.024622 2.947971 0.263805 -0.1214 -0.2743 -0.2592
H -0.509825 -0.041370 -0.524725 -0.1923 0.1365 0.0783
H -0.438386 1.587339 0.202653 -0.2418 -0.1842 -0.1646
H -1.560315 0.765242 2.237543 0.0999 -0.0746 -0.1109
H -0.407747 -0.526246 1.862683 -0.0397 0.1646 -0.0863
H -3.007806 -1.158114 2.101009 0.0482 0.0195 -0.2177
H -2.074211 -1.853431 0.776070 -0.0484 0.1467 0.0910
H -4.211214 0.242622 0.598221 0.2422 0.0467 -0.2263
H -3.594440 -0.874955 -0.644480 0.0412 0.3722 0.1023
H -1.686366 1.581565 -2.309207 -0.1732 -0.0375 -0.0211
H -3.375355 0.909439 -2.328866 0.3263 0.1348 0.0397
H -1.974723 -0.176215 -2.182245 -0.0715 0.2544 0.2326
```
Positions in Å, forces in eV/Å.

Computed properties:
E   -36578.4612 eV
ΔE to the lowest compared entry with this formula, charge and spin   398.3 kJ/mol
LUMO energy   -2.408 eV
HOMO energy   -12.30 eV
Net charge   +1

4.
ORCA calculation (wB97M-V/def2-TZVPD) on a 3-piece molecular cluster, C15H32NO8PS2 overall in a non-equilibrium geometry.

Structure (XYZ):
```
59
Properties=species:S:1:pos:R:3:forces:R:3
C 5.658063 -0.239498 -1.185464 -4.7990 3.3667 -1.8377
C 4.685530 0.422251 -1.753595 3.8048 -2.5433 2.2583
C 3.461337 1.314364 -2.327143 1.4761 -0.4949 1.7407
O 3.331158 1.248212 -3.773562 -2.9972 1.3686 1.0387
P 1.859786 2.021782 -4.301606 3.0975 -0.1856 -3.6098
O 1.999569 2.166987 -5.821495 -1.0687 -0.6600 4.0944
O 0.597599 1.064590 -3.726326 1.7307 2.2471 -0.9992
C -0.528223 0.905618 -4.622938 -2.6595 -1.0105 -1.1947
C -1.885075 1.657958 -4.174910 -0.2891 -0.4267 -0.1848
C -2.530004 1.164453 -2.783287 -1.0236 0.1070 -0.0196
C -1.840028 -0.113844 -2.102428 -0.1246 0.9952 0.4013
O -2.777834 -0.641014 -1.077705 2.4205 -1.3937 1.1015
C -2.055900 -1.700775 -0.383874 -0.5366 -3.8925 -2.6013
O -1.928312 -2.842410 -0.949492 -0.4261 5.6097 2.8773
O 1.932038 3.620162 -3.630673 0.0631 -3.7949 -1.0998
N 0.832913 3.916865 -2.870151 -1.5508 1.1422 2.5316
C 0.930144 3.413301 -1.469075 -0.3127 -0.9981 1.2656
C -0.199132 4.076742 -0.494675 0.2324 -0.8014 -0.0766
C -0.878722 2.954344 0.488086 0.0883 -0.4830 -0.4805
H 6.430651 -0.729589 -0.481868 -1.7312 1.0647 -1.8795
H 3.680016 2.407535 -1.991655 -0.3585 -1.9656 -0.6209
H 2.508381 0.939071 -1.800148 1.5065 0.4888 -0.7828
H -0.349053 1.175752 -5.723056 0.4047 -0.1686 1.8022
H -0.785001 -0.233129 -4.627202 0.6850 2.0405 0.0894
H -1.811631 2.805890 -4.141741 0.1869 -1.7218 -0.2187
H -2.666833 1.420811 -5.008290 1.5939 0.4003 1.2929
H -2.578954 2.095300 -2.083649 0.3163 -1.9797 -0.8526
H -3.648106 0.897877 -2.987027 2.0018 0.3443 0.4118
H -1.625032 -0.993732 -2.805848 -0.1092 1.5748 0.8849
H -0.923637 0.263893 -1.511931 -1.0146 -0.8119 -1.2446
H -1.640124 -1.520135 0.697196 -1.0051 0.1685 -2.0882
H -0.047326 3.650354 -3.337925 0.7369 0.0177 0.3742
H 0.761315 2.261655 -1.394078 0.3034 1.6773 -0.3512
H 1.993949 3.585311 -1.025269 -1.9058 0.0317 -1.1041
H -1.002751 4.551605 -1.183771 1.3844 -0.5121 1.3934
H 0.332259 4.837894 0.179012 -1.0459 -0.8112 -1.2906
H -0.978642 3.336744 1.568379 0.0211 -0.5346 -1.7758
H -1.918180 2.615743 0.083689 1.7636 0.7417 0.8150
H -0.238784 1.981319 0.536176 -0.9599 1.7807 0.0103
C 2.645944 -1.754299 1.662713 0.0942 0.0750 -0.0610
S 0.868911 -1.429646 1.656811 0.3124 -0.0881 0.2868
O 0.671879 0.001317 2.051985 0.0159 -0.2341 -0.1071
C 0.491132 -2.448634 3.099173 0.0674 0.2456 -0.2983
H 3.105716 -1.182139 0.854956 -0.1020 -0.0254 0.0251
H 3.077505 -1.445894 2.616991 -0.1404 0.0182 -0.0117
H 2.822204 -2.818895 1.497133 -0.0834 0.0552 -0.0166
H 1.057471 -2.097635 3.962632 -0.0802 0.0377 -0.1424
H 0.739668 -3.489522 2.884990 -0.0326 0.0844 -0.0279
H -0.575432 -2.368634 3.309897 0.1724 0.0543 -0.0773
C -2.534737 -2.950437 6.674059 -0.0414 0.0881 -0.0655
S -1.134728 -4.068192 6.441167 0.0457 0.0474 -0.0486
O -0.200555 -3.420081 5.468342 -0.4975 -0.3397 0.4791
C -2.057260 -5.335899 5.544108 -0.0188 -0.0147 -0.1222
H -2.181523 -2.055891 7.189144 0.0698 -0.1349 -0.0451
H -2.952974 -2.669834 5.705320 0.0815 -0.0537 0.0151
H -3.295624 -3.441766 7.283571 0.0917 -0.0189 -0.0169
H -2.505211 -4.905973 4.645991 0.0570 0.0471 0.0617
H -2.833970 -5.747805 6.191192 0.0759 0.0501 0.0152
H -1.365868 -6.130395 5.259119 0.0124 0.1293 0.0872
```
Positions in Å, forces in eV/Å.

Computed properties:
E   -64895.0097 eV
LUMO energy   0.402 eV
HOMO energy   -8.99 eV